Computed, not measured: a cluster of 4 separate species, CH10N2O4 in total in a non-equilibrium geometry, with the ωB97M-V functional and the def2-TZVPD basis.

Output
E (eV): -12369.7791
Max |F| (eV Å⁻¹): 5.9
Structure (SMILES): NC(N)=O.O.O.O
ΔE to the lowest compared entry with this formula, charge and spin (kJ/mol): 126.1
E_HOMO (eV): -9.832
Charge: 0

The geometry in XYZ format:
```
17
Properties=species:S:1:pos:R:3:forces:R:3:lowdin_charge:R:1
H 0.945 -0.378 -4.832 0.20 -0.09 -0.11 0.03
H -0.057 3.568 0.183 0.19 -0.21 0.35 0.11
H -3.038 -0.800 -0.488 -0.13 0.21 0.04 0.03
C 1.127 3.415 1.844 2.07 -0.14 -0.10 -0.80
H 0.004 -6.414 1.325 0.20 0.14 -0.02 0.03
O 1.216 3.730 2.994 0.60 0.20 2.20 0.06
O -0.845 -6.838 1.453 -0.20 0.11 0.04 -0.05
H -0.418 -0.546 -4.195 -0.22 -0.15 0.12 0.03
H 3.057 2.990 1.456 -0.23 0.03 -0.10 0.11
N 2.132 3.011 1.052 2.95 -0.48 -0.49 0.15
O -2.577 -1.588 -0.777 0.06 -0.04 -0.24 -0.06
H 2.032 2.574 0.147 -0.28 0.14 0.42 0.10
H -2.328 -2.032 0.033 0.08 -0.17 0.19 0.03
H -0.826 3.517 1.725 0.18 0.29 -0.22 0.12
O 0.220 0.119 -4.452 0.02 0.25 0.02 -0.06
H -0.665 -7.772 1.349 0.00 -0.25 -0.02 0.03
N 0.023 3.443 1.182 -5.48 0.18 -2.07 0.15
```
Positions in Å, forces in eV/Å.

=====

Computed, not measured: a cluster of 2 separate species, CH10N3 in total in a non-equilibrium geometry, with the ωB97M-V functional and the def2-TZVPD basis.

Output
E (eV): -5663.5226
Max |F| (eV Å⁻¹): 1.8
ΔE to the lowest compared entry with this formula, charge and spin (kJ/mol): 10.2
E_HOMO (eV): -14.788
Charge: +1

The geometry in XYZ format:
```
14
Properties=species:S:1:pos:R:3:forces:R:3:lowdin_charge:R:1
N -1.142 -0.508 1.308 0.20 -0.26 1.04 0.04
H -2.095 -0.681 1.056 -0.32 -0.22 -0.14 0.09
H -0.977 -0.870 2.252 -0.01 0.37 -0.47 0.11
H -1.441 1.210 0.290 -0.07 0.45 0.13 0.13
H 0.047 -1.436 -1.987 -0.33 0.21 0.17 0.06
H 1.161 1.638 0.281 -0.43 -0.06 -0.23 0.16
H 0.865 -0.516 -2.975 0.24 0.36 -0.09 0.06
N 0.636 0.759 0.340 0.23 -0.61 1.17 0.15
H 1.589 -1.503 -1.925 0.61 0.09 -0.02 0.05
N 0.854 -0.814 -2.007 -0.55 -0.73 0.07 0.03
H -0.576 1.539 1.838 -0.40 -0.17 0.37 0.13
H 0.715 0.168 -0.544 -0.41 0.43 -0.40 0.07
H 1.133 0.193 1.026 0.47 0.00 -0.04 0.14
C -0.769 0.823 1.046 0.77 0.15 -1.58 -0.21
```
Positions in Å, forces in eV/Å.

=====

Computed, not measured: a structure of composition CH10N5 in a non-equilibrium geometry, with the ωB97M-V functional and the def2-TZVPD basis.

Output
E (eV): -8638.8320
Max |F| (eV Å⁻¹): 6.9
ΔE to the lowest compared entry with this formula, charge and spin (kJ/mol): 432.8
E_HOMO (eV): -13.523
Charge: +1

The geometry in XYZ format:
```
16
Properties=species:S:1:pos:R:3:forces:R:3:lowdin_charge:R:1
N -0.973 0.448 0.468 2.51 -0.60 -2.88 0.10
C 1.313 0.708 -0.170 -4.66 -4.23 -2.93 0.10
H 2.217 1.187 -0.127 1.83 1.25 0.33 0.09
N 1.163 -0.647 -1.403 -0.39 3.35 5.03 0.11
H 1.364 2.076 1.911 -0.54 -0.35 -0.36 0.13
N -1.374 -1.888 -0.519 -5.25 3.04 -0.19 0.09
H 2.125 -0.897 -1.300 0.77 -0.41 -0.58 0.03
H -1.111 -0.673 0.063 0.45 0.43 0.32 0.04
H -1.610 0.637 1.161 -1.08 1.31 2.29 0.07
H -0.492 -2.055 -0.848 2.36 -1.02 -1.59 -0.01
H -1.886 -2.574 -0.010 0.27 -0.83 0.31 0.08
H -2.110 -1.408 -1.174 2.34 -1.63 0.91 0.15
H 1.023 -0.092 -2.212 0.17 0.61 -1.20 0.03
N 0.432 2.047 1.489 -0.21 0.28 -0.46 0.13
N 0.245 1.048 0.515 1.34 -1.01 1.09 -0.24
H -0.326 2.084 2.157 0.09 -0.18 -0.12 0.11
```
Positions in Å, forces in eV/Å.

=====

Computed, not measured: a cluster of 3 separate species, CH10NO2 in total in a non-equilibrium geometry, with the ωB97M-V functional and the def2-TZVPD basis.

Output
E (eV): -6778.1325
Max |F| (eV Å⁻¹): 1.5
ΔE to the lowest compared entry with this formula, charge and spin (kJ/mol): 48.9
E_HOMO (eV): -16.068
Charge: +1

The geometry in XYZ format:
```
14
Properties=species:S:1:pos:R:3:forces:R:3:lowdin_charge:R:1
H 1.964 1.030 2.029 0.05 0.08 -0.12 0.07
O -0.518 -2.349 -0.660 0.17 0.01 -0.02 -0.04
H -0.723 1.043 1.186 -0.19 -0.13 0.04 0.08
H 0.396 -0.196 -0.262 0.69 0.06 -0.07 0.11
C -1.242 0.780 0.269 -0.18 0.28 0.33 -0.01
H -0.361 -2.867 -1.460 -0.05 0.00 0.07 0.06
H 0.432 1.253 -1.075 -0.19 0.26 0.14 0.16
H 2.395 1.805 0.771 0.07 -0.04 0.21 0.07
O 1.711 1.220 1.117 0.02 -0.03 -0.06 -0.04
H -0.569 -0.050 -1.499 0.04 0.39 -0.39 0.15
N -0.163 0.502 -0.744 -0.99 -1.07 0.27 0.12
H -1.805 -0.148 0.344 0.19 -0.02 0.24 0.10
H -0.410 -2.984 0.059 -0.08 0.09 -0.06 0.07
H -1.960 1.563 0.036 0.44 0.12 -0.57 0.10
```
Positions in Å, forces in eV/Å.

=====

Computed, not measured: a cluster of 4 separate species, CH10NO3 in total in a non-equilibrium geometry, with the ωB97M-V functional and the def2-TZVPD basis.

Output
E (eV): -8824.7847
Max |F| (eV Å⁻¹): 1.9
ΔE to the lowest compared entry with this formula, charge and spin (kJ/mol): 36.5
E_HOMO (eV): -15.136
Charge: +1

The geometry in XYZ format:
```
15
Properties=species:S:1:pos:R:3:forces:R:3:lowdin_charge:R:1
H -2.039 -1.096 0.754 -0.14 0.11 0.00 0.06
H 1.370 1.965 -0.063 -0.01 -0.15 -1.11 0.13
H 0.524 0.541 0.651 -0.82 -0.03 -0.48 0.07
H -0.630 2.517 -1.302 0.38 0.39 0.29 0.16
N -0.608 1.797 -0.589 -0.67 0.10 -0.58 0.19
H -1.530 1.408 -0.372 0.42 -0.80 0.04 0.12
H 1.865 -1.197 -2.269 -0.07 -0.12 0.30 0.06
C 0.460 1.367 -0.064 0.92 0.52 1.58 0.13
H -2.998 -0.510 -0.325 -0.04 -0.27 0.17 0.07
H 1.477 -1.364 -0.752 0.25 -0.02 -0.52 0.02
H 1.148 -0.979 2.378 0.55 0.16 0.77 0.06
H 0.552 -2.095 1.552 -0.05 0.55 0.07 0.08
O 2.012 -0.851 -1.379 -0.32 0.30 0.34 -0.05
O -2.156 -0.377 0.124 0.03 0.22 -0.18 -0.04
O 0.553 -1.125 1.655 -0.44 -0.96 -0.70 -0.05
```
Positions in Å, forces in eV/Å.

=====

Computed, not measured: a structure of composition CH10NO4 in a non-equilibrium geometry, with the ωB97M-V functional and the def2-TZVPD basis.

Output
E (eV): -10880.3893
Max |F| (eV Å⁻¹): 1.4
ΔE to the lowest compared entry with this formula, charge and spin (kJ/mol): 48.3
E_HOMO (eV): -4.609
Charge: -1

The geometry in XYZ format:
```
16
Properties=species:S:1:pos:R:3:forces:R:3:lowdin_charge:R:1
O 0.544 0.210 -0.737 0.06 0.26 0.02 -0.24
H 0.020 0.063 -2.683 -0.04 -0.04 0.14 0.01
O 0.251 1.464 3.363 0.91 -0.34 -0.05 -0.13
O 0.123 2.089 0.714 -0.32 -0.76 -0.32 -0.27
H -1.467 -0.948 -0.726 -0.03 0.24 0.14 0.04
H 0.978 0.819 3.383 -0.44 0.26 0.17 0.02
H 0.727 -1.128 0.863 0.52 0.42 -0.03 0.09
H -0.312 2.560 -0.002 -0.01 0.40 0.26 -0.02
H 0.366 1.839 2.459 -0.66 0.08 -0.15 -0.02
H 1.227 -1.699 -0.746 0.06 -0.02 -0.07 0.08
H -0.662 -1.250 -2.729 -0.05 -0.06 -0.14 0.00
N -0.849 -1.641 -0.328 0.25 -0.60 -0.29 -0.02
H -1.196 -1.895 0.589 -0.09 0.16 -0.11 0.03
C 0.528 -1.031 -0.224 -1.05 -0.84 0.31 -0.46
H 0.185 1.053 0.116 0.82 0.88 0.01 0.00
O -0.463 -0.506 -3.312 0.08 -0.02 0.09 -0.11
```
Positions in Å, forces in eV/Å.

=====

Computed, not measured: a cluster of 5 separate species, CH10NO6 in total in a non-equilibrium geometry, with the ωB97M-V functional and the def2-TZVPD basis.

Output
E (eV): -14978.0679
Max |F| (eV Å⁻¹): 2.2
ΔE to the lowest compared entry with this formula, charge and spin (kJ/mol): 25.7
E_HOMO (eV): -5.824
Charge: -1

The geometry in XYZ format:
```
18
Properties=species:S:1:pos:R:3:forces:R:3:lowdin_charge:R:1
H 0.698 -0.022 1.846 -0.24 0.26 0.03 0.01
O -1.510 1.418 -1.328 0.28 -1.32 0.21 -0.14
C 0.967 -0.863 -0.722 -0.60 0.77 -0.63 -0.78
H 2.230 -2.030 0.440 -1.11 0.10 -1.01 0.10
N 1.413 -2.060 -0.203 1.57 -0.87 1.35 0.12
H -1.972 1.314 -0.489 -0.36 0.19 0.05 0.00
O -2.269 -0.845 0.440 0.44 -0.60 -0.63 -0.11
H 1.114 1.504 0.270 0.06 -0.22 -0.40 0.00
H -1.132 0.459 -1.356 0.15 1.73 -0.46 0.02
H -0.134 1.279 1.954 0.55 -1.06 0.03 0.02
O -0.192 -0.881 -1.254 0.47 -0.54 0.19 -0.10
H -1.501 -1.102 -0.162 -0.87 0.44 0.67 0.01
O 1.738 0.123 -0.655 0.00 -0.33 0.33 -0.05
O 0.545 2.197 0.653 -0.61 1.28 -0.80 -0.11
H 0.797 -2.850 -0.082 -0.14 0.40 -0.15 0.08
H -0.045 2.424 -0.109 0.51 -0.53 0.67 0.05
H -1.846 -0.642 1.276 0.30 0.14 0.25 0.00
O -0.008 0.381 2.371 -0.40 0.16 0.30 -0.11
```
Positions in Å, forces in eV/Å.

=====

Computed, not measured: a cluster of 3 separate species, CH10NSi2 in total in a non-equilibrium geometry, with the ωB97M-V functional and the def2-TZVPD basis.

Output
E (eV): -18434.1885
Max |F| (eV Å⁻¹): 4.1
ΔE to the lowest compared entry with this formula, charge and spin (kJ/mol): 143.0
E_HOMO (eV): -15.377
Charge: +1

The geometry in XYZ format:
```
14
Properties=species:S:1:pos:R:3:forces:R:3:lowdin_charge:R:1
H -0.822 2.519 2.389 1.18 0.26 2.30 0.00
H -0.436 2.590 3.129 -1.18 -0.25 -2.30 0.06
H -1.221 2.168 -0.352 0.22 0.57 0.03 -0.03
N 0.376 0.030 0.723 1.78 -0.71 0.02 -0.07
H 1.762 -1.506 -2.269 1.04 -0.23 -0.53 -0.06
H -0.407 -2.138 -2.375 -3.10 -1.03 -2.42 -0.11
H -2.061 0.322 0.974 -0.80 -0.49 -0.25 -0.02
H 1.273 0.342 1.087 -0.16 0.44 0.08 0.15
H 0.299 -0.972 0.918 -0.30 0.46 1.40 0.10
Si -1.134 0.769 -0.032 -0.17 -0.02 0.54 0.79
Si 0.577 -1.830 -1.553 2.02 1.99 1.58 0.74
C 0.270 -0.129 -0.752 -1.17 -0.72 -2.21 -0.56
H 0.788 0.539 -1.425 0.42 0.78 0.54 0.07
H 0.735 -2.703 -0.463 0.21 -1.05 1.19 -0.06
```
Positions in Å, forces in eV/Å.

=====

Computed, not measured: a structure of composition CH10Na7O8 in a non-equilibrium geometry, with the ωB97M-V functional and the def2-TZVPD basis.

Output
E (eV): -48438.5209
Max |F| (eV Å⁻¹): 4.8
ΔE to the lowest compared entry with this formula, charge and spin (kJ/mol): 524.0
E_HOMO (eV): -23.832
Charge: +5

The geometry in XYZ format:
```
26
Properties=species:S:1:pos:R:3:forces:R:3:lowdin_charge:R:1
H -2.896 1.999 -0.084 -0.40 0.72 0.14 0.04
H -0.534 0.360 2.258 -0.08 0.66 -0.19 -0.03
O -0.751 0.536 3.178 0.46 -0.71 -0.33 -0.01
H -1.963 1.182 0.809 0.14 -0.09 0.22 -0.03
H 0.951 2.334 -2.384 -0.17 0.45 -0.11 0.09
H 2.814 0.285 -3.069 0.43 -0.17 0.08 0.10
O 0.376 -1.888 0.668 -0.24 -4.53 1.46 -0.17
O 2.631 -0.581 -2.668 -0.55 -0.41 0.64 -0.02
Na -1.992 0.730 -1.969 0.59 1.68 -0.58 0.76
O 0.052 2.201 -2.052 -0.75 -0.96 -0.22 0.00
O 0.577 -0.021 -0.398 -0.05 -1.55 -0.44 0.01
Na -1.796 -2.887 1.857 -0.51 0.62 1.06 0.84
H 0.142 1.491 -1.408 0.71 0.44 0.33 -0.04
O -2.409 2.025 0.745 -0.07 -0.26 -0.28 0.04
C -0.184 -0.875 0.092 1.44 4.49 -1.09 -0.92
H 1.746 -0.792 -2.980 0.14 0.27 -0.58 0.03
Na 2.491 -1.941 -0.510 1.21 1.50 -0.94 0.77
Na 0.825 -4.434 0.902 0.71 -1.15 0.23 0.89
O 1.760 2.180 0.812 -0.41 -0.59 0.02 -0.01
Na -3.793 -1.449 -0.247 -1.26 0.75 0.30 0.88
O -1.441 -0.623 0.106 -2.33 -3.04 -0.35 -0.10
H -0.627 1.501 3.264 -0.08 -0.15 0.27 0.11
H 1.266 1.461 0.390 0.53 0.58 0.36 -0.03
Na -0.918 -2.948 -1.788 0.06 -0.11 -1.06 0.89
H 2.277 1.783 1.524 0.16 0.35 -0.06 0.05
Na 1.397 -1.629 2.952 0.32 1.20 1.11 0.85
```
Positions in Å, forces in eV/Å.

=====

Computed, not measured: a cluster of 4 separate species, CH10O3 in total in a non-equilibrium geometry, with the ωB97M-V functional and the def2-TZVPD basis.

Output
E (eV): -7341.5096
Max |F| (eV Å⁻¹): 2.1
Structure (SMILES): C.O.O.O
ΔE to the lowest compared entry with this formula, charge and spin (kJ/mol): 52.8
E_HOMO (eV): -10.949
Charge: 0

The geometry in XYZ format:
```
14
Properties=species:S:1:pos:R:3:forces:R:3:lowdin_charge:R:1
H 1.046 0.822 0.863 1.00 0.14 -0.49 0.00
O 0.292 0.530 1.350 -1.32 -0.91 -0.29 -0.03
O -1.445 1.698 -0.663 -0.57 0.68 -1.91 -0.06
H 0.255 1.007 2.157 0.16 0.68 1.04 0.03
O 2.569 -0.186 -0.209 -0.05 0.96 -0.80 -0.06
H -0.417 -1.710 -0.283 0.37 0.43 -0.89 -0.01
H -1.857 -1.932 -1.489 0.56 0.32 0.05 0.02
H -1.347 1.389 0.215 0.26 -0.81 1.41 -0.03
H -2.280 1.357 -1.019 0.41 0.09 0.36 0.04
H -1.445 -3.062 -0.182 -0.54 0.64 0.04 0.02
C -1.442 -1.992 -0.481 -0.10 -0.90 0.95 -0.05
H -1.995 -1.351 0.214 -0.29 -0.47 -0.15 0.01
H 2.537 0.209 -1.110 0.11 -0.69 0.88 0.07
H 2.821 -1.106 -0.297 -0.01 -0.14 -0.20 0.04
```
Positions in Å, forces in eV/Å.

=====

Which of these has the lowest max |F|?
CH10NO4